Molecular formula: CH7O3
Method: DFT, the ωB97M-V functional and the def2-TZVPD basis

Last column: natural (NBO) charge in e.
Atoms and positions in Å:
O: 2.1436 -0.8912 1.3057  -0.982
O: -1.1294 2.5224 -0.3057  -1.011
H: -2.0679 2.1615 -0.4687  0.435
H: -1.3016 -0.9929 -1.0538  0.100
O: 0.4490 0.2720 -0.7783  -0.974
H: 1.3022 -0.9594 1.8017  0.460
H: 1.9454 -0.2418 0.6437  0.505
C: -0.4067 -0.7570 -0.4212  -0.277
H: 0.3720 -1.5975 -0.6679  0.127
H: -0.7158 -1.2342 0.5289  0.103
H: -0.5907 1.7180 -0.5843  0.514

Calculated values
**E**: -7292.3134 eV
**Frontier orbital gap**: 7.3 eV
**Net charge**: -1
**Multiplicity**: 1
**ΔE to the lowest compared entry with this formula, charge and spin**: 136.0 kJ/mol